(1)
Formula: C14H15MoN3O9P2
Source: OMol25
Level of theory: the ωB97M-V functional and the def2-TZVPD basis

Structure (XYZ):
```
44
Properties=species:S:1:pos:R:3:mulliken_charge:R:1
Mo -0.073 0.363 -0.937 1.41
O -1.588 4.196 -1.005 -0.45
C -1.440 3.026 -0.910 0.03
N -0.162 2.332 -0.921 -0.11
C 1.041 3.138 -0.807 0.10
O 1.081 4.304 -0.613 -0.46
C 2.247 2.265 -0.965 0.48
C 3.531 2.736 -0.863 -0.48
C 4.574 1.832 -1.040 -0.35
C 4.280 0.511 -1.335 -0.75
C 2.959 0.108 -1.415 -0.21
N 1.958 0.978 -1.210 -0.15
C -2.561 2.036 -0.832 0.69
C -3.873 2.417 -0.680 -0.61
C -4.841 1.423 -0.626 -0.28
C -4.449 0.098 -0.742 -0.86
C -3.109 -0.205 -0.897 -0.25
N -2.178 0.758 -0.929 -0.06
H 3.694 3.787 -0.663 0.52
H 5.601 2.160 -0.956 0.48
H 5.062 -0.215 -1.508 0.47
H 2.697 -0.919 -1.635 0.50
H -4.110 3.470 -0.606 0.51
H -5.885 1.679 -0.505 0.47
H -5.174 -0.704 -0.721 0.44
H -2.772 -1.226 -1.014 0.69
C -1.372 -2.854 1.821 -1.58
C 0.111 -2.586 1.571 1.06
O 0.889 -3.382 2.430 -0.55
P 0.489 -0.802 1.911 0.67
O 0.611 -0.611 3.454 -0.49
O 1.966 -0.546 1.424 -0.37
O -0.448 0.157 1.200 -0.35
P 0.589 -2.896 -0.172 0.85
O -0.412 -3.919 -0.799 -0.50
O 2.019 -3.099 -0.366 -0.72
O 0.032 -1.483 -0.781 -0.54
H -1.574 -2.774 2.890 0.45
H -1.628 -3.863 1.508 0.38
H -2.000 -2.136 1.293 0.36
H 1.762 -3.561 2.048 0.43
H -0.182 -0.536 4.005 0.40
H 2.665 -0.729 2.071 0.33
H -0.029 -4.728 -1.172 0.40
```

- E_HOMO (spin up / spin down) (eV) = -15.93 / -15.89
- strongest force on any atom (eV/Å) = 1.683
- LUMO energy (spin up / spin down) (Eh) = -0.3030 / -0.3033
- net charge = +2


(2)
Formula: C39H59BiBr2N6O3S2Si
Source: OMol25
Level of theory: the ωB97M-V functional and the def2-TZVPD basis

Structure (XYZ):
```
113
Properties=species:S:1:pos:R:3:mulliken_charge:R:1
Bi 0.567 -1.217 2.148 2.25
N -0.820 -1.912 6.425 -0.35
C -0.380 -2.048 5.166 0.57
S 0.845 -0.895 4.646 -0.50
N -0.892 -3.030 4.463 -1.53
N -0.424 -3.122 3.195 0.75
C -0.696 -4.168 2.515 -0.93
C -0.116 -4.356 1.177 0.77
C -0.462 -5.446 0.396 -0.93
C 0.179 -5.620 -0.823 -0.59
C 1.133 -4.702 -1.223 -0.75
C 1.397 -3.618 -0.398 -0.86
N 0.798 -3.455 0.779 0.86
H -0.370 -1.265 7.048 0.21
H -1.414 -2.630 6.809 0.28
H -1.313 -4.951 2.951 0.46
H -1.215 -6.144 0.740 0.54
H -0.066 -6.468 -1.450 0.47
H 1.663 -4.814 -2.158 0.49
H 2.118 -2.860 -0.686 0.60
C 2.987 -3.826 3.061 -1.38
O 2.813 -2.456 2.685 -0.07
C 3.812 -1.876 1.944 -0.10
C 4.898 -2.548 1.440 -0.40
C 5.863 -1.838 0.717 -0.96
Br 7.322 -2.776 -0.024 -0.17
C 5.749 -0.488 0.545 -0.70
C 4.633 0.198 1.062 0.73
C 3.612 -0.491 1.730 1.69
O 2.504 0.081 2.162 -1.50
C 4.549 1.636 0.950 0.05
N 3.499 2.373 1.306 0.51
C 3.787 3.728 1.145 0.55
C 3.047 4.874 1.398 -0.86
C 3.669 6.080 1.142 -0.57
C 4.981 6.140 0.649 -0.53
C 5.712 4.998 0.390 -0.92
C 5.084 3.789 0.649 0.56
N 5.518 2.467 0.543 0.00
H 3.927 -3.943 3.599 0.51
H 2.970 -4.481 2.189 0.41
H 2.160 -4.067 3.722 0.19
H 5.028 -3.611 1.593 0.59
H 6.511 0.039 -0.015 0.48
H 2.690 1.917 1.715 -0.11
H 2.034 4.822 1.777 0.50
H 3.134 7.001 1.329 0.42
H 5.431 7.107 0.471 0.41
H 6.724 5.050 0.008 0.44
H 6.430 2.177 0.233 0.23
C -1.563 -1.362 -5.637 -1.76
C -1.360 -1.596 -4.128 2.63
C -2.597 -2.315 -3.571 -2.00
C -0.178 -2.557 -3.932 -1.87
Si -1.091 0.090 -3.261 -1.23
Br -0.190 -0.503 -1.196 0.04
C -2.703 1.007 -2.793 2.90
C -3.607 1.113 -4.037 -1.76
C -2.402 2.429 -2.299 -2.10
C -3.479 0.301 -1.670 -2.05
C 0.279 1.187 -4.029 2.46
C -0.282 1.928 -5.259 -1.66
C 0.831 2.234 -3.047 -1.76
C 1.470 0.329 -4.478 -1.98
H -1.800 -2.314 -6.123 0.55
H -0.665 -0.970 -6.116 0.32
H -2.386 -0.675 -5.845 0.32
H -2.688 -3.289 -4.063 0.61
H -3.523 -1.772 -3.760 0.35
H -2.510 -2.493 -2.496 0.25
H -0.374 -3.471 -4.504 0.56
H -0.071 -2.834 -2.883 0.15
H 0.772 -2.151 -4.275 0.27
H -3.102 1.593 -4.878 0.32
H -4.484 1.720 -3.793 0.54
H -3.970 0.141 -4.372 0.32
H -1.983 3.059 -3.082 0.39
H -1.719 2.428 -1.445 0.31
H -3.340 2.894 -1.976 0.60
H -3.768 -0.717 -1.924 0.18
H -4.398 0.866 -1.479 0.65
H -2.905 0.272 -0.742 0.05
H -1.094 2.608 -4.996 0.30
H -0.646 1.246 -6.028 0.29
H 0.514 2.532 -5.708 0.53
H 0.099 2.991 -2.780 0.31
H 1.670 2.748 -3.531 0.54
H 1.207 1.779 -2.129 0.18
H 1.204 -0.373 -5.268 0.34
H 1.907 -0.228 -3.645 0.27
H 2.246 0.988 -4.882 0.62
C -3.659 4.533 3.974 -1.35
C -2.817 3.302 4.299 -0.26
C -2.805 2.312 3.134 -0.80
S -2.103 0.736 3.686 0.30
O -1.382 0.170 2.450 -0.42
C -3.618 -0.266 3.865 -0.89
C -4.047 -0.986 2.589 0.17
C -4.930 -0.152 1.662 -1.29
H -3.685 5.214 4.823 0.40
H -4.687 4.251 3.738 0.34
H -3.251 5.074 3.118 0.33
H -3.216 2.812 5.193 0.31
H -1.792 3.596 4.533 0.36
H -2.157 2.630 2.316 0.47
H -3.808 2.143 2.746 0.31
H -4.381 0.423 4.234 0.55
H -3.381 -0.971 4.663 0.45
H -4.576 -1.890 2.895 0.44
H -3.158 -1.308 2.046 -0.19
H -5.784 0.265 2.202 0.39
H -5.321 -0.771 0.854 0.41
H -4.372 0.666 1.203 0.18
```

- energy relative to the best compared isomer or geometry (same formula, charge and spin) (eV) = 0.000
- E_HOMO (eV) = -12.65
- strongest force on any atom (eV/Å) = 0.517
- LUMO energy (Eh) = -0.2010
- net charge = +2


(3)
Formula: C27H41AsCl2F3N6O3S3SeSr
Source: OMol25
Level of theory: the ωB97M-V functional and the def2-TZVPD basis

Structure (XYZ):
```
88
Properties=species:S:1:pos:R:3:mulliken_charge:R:1
Sr 0.270 1.270 0.060 0.93
Cl 1.557 -2.277 -3.012 -0.09
C 2.608 -3.158 -1.891 -0.58
Cl 2.358 -2.635 -0.224 0.00
H 3.633 -2.960 -2.167 0.37
H 2.375 -4.211 -1.957 0.34
C -2.316 -4.488 -2.792 -0.80
C -1.366 -3.834 -1.805 -0.24
N -1.832 -2.495 -1.535 0.84
C -2.242 -1.640 -2.524 -0.30
N -2.254 -0.376 -2.285 0.26
C -2.685 0.524 -3.338 -0.73
C -3.718 -0.109 -4.258 -0.74
C -3.110 -1.392 -4.798 -0.71
N -2.711 -2.240 -3.689 0.31
C -2.377 -3.611 -4.031 -0.65
H -3.312 -4.555 -2.347 0.31
H -1.984 -5.493 -3.059 0.40
H -0.352 -3.839 -2.230 -0.07
H -1.324 -4.377 -0.861 0.22
H -1.465 -2.061 -0.690 -0.15
H -1.820 0.831 -3.931 0.20
H -3.076 1.437 -2.883 0.19
H -3.981 0.564 -5.078 0.40
H -4.631 -0.349 -3.705 0.26
H -2.256 -1.154 -5.447 0.29
H -3.830 -1.952 -5.399 0.40
H -1.418 -3.661 -4.568 0.26
H -3.145 -3.973 -4.718 0.38
F -0.638 3.110 -3.228 -0.27
C 0.097 3.102 -2.107 0.39
F -0.828 3.032 -1.094 -0.22
F 0.683 4.279 -1.983 -0.27
S 1.398 1.599 -2.565 1.15
O 0.474 0.834 -3.358 -0.54
O 2.358 2.430 -3.225 -0.67
O 1.924 0.844 -1.453 -0.74
S 2.462 3.236 0.369 -0.46
C 2.299 4.051 1.790 0.42
N 2.656 5.366 1.934 -0.26
C 2.156 5.910 3.196 -0.43
C 1.699 4.644 3.942 -0.49
N 1.850 3.596 2.943 0.22
H 2.680 5.915 1.093 0.26
H 1.334 6.608 3.035 0.26
H 2.946 6.430 3.735 0.26
H 0.662 4.696 4.273 0.25
H 2.321 4.442 4.814 0.28
H 1.373 2.673 3.022 -0.30
C -4.340 1.803 -0.028 -1.21
As -3.109 0.455 0.710 0.80
C -4.257 -1.107 0.346 -0.92
C -3.653 0.700 2.581 -1.00
H -5.352 1.647 0.347 0.41
H -4.347 1.746 -1.118 0.26
H -3.997 2.795 0.273 0.33
H -5.218 -0.987 0.847 0.54
H -3.759 -2.002 0.717 0.04
H -4.404 -1.207 -0.729 0.15
H -4.742 0.710 2.672 0.45
H -3.219 1.626 2.952 0.34
H -3.239 -0.110 3.177 0.02
N -0.817 -1.982 1.181 0.31
S -0.770 -3.248 2.086 -0.25
C 0.792 -3.406 2.984 0.33
C 1.694 -2.357 3.022 0.16
C 2.894 -2.533 3.702 -0.80
C 3.185 -3.745 4.317 -0.47
C 2.271 -4.792 4.263 -0.57
C 1.067 -4.624 3.591 -0.45
C -1.820 -2.996 3.541 0.62
C -1.542 -1.986 4.452 -0.26
C -2.436 -1.758 5.490 -0.63
C -3.585 -2.531 5.613 -0.39
C -3.859 -3.531 4.687 -0.61
C -2.973 -3.762 3.642 -0.42
H -0.681 -1.111 1.733 -0.67
H 1.447 -1.389 2.584 0.41
H 3.591 -1.703 3.756 0.44
H 4.123 -3.876 4.844 0.37
H 2.497 -5.740 4.738 0.36
H 0.345 -5.434 3.539 0.42
H -0.678 -1.337 4.317 0.20
H -2.240 -0.955 6.192 0.38
H -4.279 -2.344 6.425 0.36
H -4.763 -4.123 4.771 0.37
H -3.178 -4.529 2.901 0.36
Se -0.019 0.972 2.907 -0.92
```

- energy relative to the best compared isomer or geometry (same formula, charge and spin) (eV) = 2.226
- E_HOMO (eV) = -3.14
- strongest force on any atom (eV/Å) = 3.608
- LUMO energy (Eh) = 0.0858
- net charge = -1


(4)
Formula: C3H12N2O
Source: OMol25
Level of theory: the ωB97M-V functional and the def2-TZVPD basis

Structure (XYZ):
```
18
Properties=species:S:1:pos:R:3:mulliken_charge:R:1
C -2.214 -0.917 0.684 -0.42
C -2.650 0.225 1.208 -0.48
N 0.196 -1.319 -2.579 -0.55
H -1.926 -0.917 -0.361 0.18
H 0.938 -0.400 -0.067 0.25
H -2.107 -1.845 1.231 0.24
H -2.665 1.077 0.541 0.22
H -2.850 0.354 2.260 0.25
H 0.221 -1.774 -1.705 0.20
H 1.050 -1.112 -3.077 0.18
H -0.474 -1.699 -3.231 0.18
N 1.140 1.311 1.343 -0.50
C 2.068 1.039 0.276 -0.20
O 1.927 -0.320 -0.135 -0.51
H 1.480 1.070 2.253 0.18
H 0.905 2.295 1.384 0.22
H 1.837 1.736 -0.535 0.28
H 3.125 1.196 0.507 0.27
```

- SMILES string = C=C.NCO.N
- energy relative to the best compared isomer or geometry (same formula, charge and spin) (eV) = 1.367
- E_HOMO (eV) = -9.57
- strongest force on any atom (eV/Å) = 2.001
- LUMO energy (Eh) = 0.0369


Among the records above, which one has the lowest strongest force on any atom? C39H59BiBr2N6O3S2Si